The following is a quantum chemistry calculation of an isolated molecule of C3H6INOS at a distorted geometry, from the OMol25 dataset.

Geometry (Å):
O  0.820  0.970  1.091
N  1.531  1.066  -0.060
C  -0.582  0.156  -0.564
I  1.695  3.137  -0.605
C  -0.575  0.825  0.768
H  -1.166  0.411  -1.435
H  -1.177  0.497  1.676
S  -1.211  -1.534  -0.336
H  -0.219  -1.948  0.323
H  1.288  -0.892  -0.864
C  0.856  0.137  -0.981
H  0.971  0.405  -1.965
H  -1.068  1.860  0.649

Summary:
**Kohn-Sham gap**: 8.5 eV
**Net charge**: 0
**HOMO energy**: -8.9215 eV

---

The following is a quantum chemistry calculation of an isolated molecule of C4H7FN2O at a distorted geometry, from the OMol25 dataset.

Geometry (Å):
H  3.051  -0.806  -1.123
O  2.344  -0.375  -0.751
C  0.587  -0.964  0.612
C  -2.334  -0.639  -0.352
C  -1.451  0.244  0.168
H  1.527  1.528  0.936
N  -0.048  0.129  0.148
F  -3.642  -0.442  -0.325
H  -2.084  -1.712  -0.527
H  -0.040  2.135  0.298
H  0.159  -1.811  1.298
H  1.315  1.503  -1.028
C  0.746  1.444  -0.002
N  1.767  -1.378  0.147
H  -1.897  1.144  0.501

Summary:
**Kohn-Sham gap**: 9.1 eV
**Net charge**: 0
**HOMO energy**: -8.2877 eV

---

The following is a quantum chemistry calculation of a structure of composition C21H30F5NOP2W at a distorted geometry, from the OMol25 dataset.

Geometry (Å):
C  0.029  4.110  -3.506
H  -4.256  0.249  1.944
H  2.940  -2.516  -0.455
H  -3.018  1.531  -1.701
W  0.000  0.000  0.000
F  0.728  4.693  4.526
P  2.481  -0.123  -0.167
C  -0.016  1.864  -2.543
H  4.501  -0.251  1.271
C  -0.059  2.541  3.898
H  -2.648  2.503  -0.249
C  -3.151  0.242  1.932
H  1.086  -4.316  0.850
C  1.021  3.916  2.300
H  -0.009  3.684  -1.370
C  0.235  1.656  1.587
C  0.135  -3.922  1.249
H  3.017  -0.840  2.108
C  0.854  2.915  1.332
H  1.438  -2.538  2.273
H  4.317  1.280  -1.048
P  -2.481  0.127  0.212
C  -0.464  -2.531  3.300
C  -3.518  -1.244  -0.497
H  0.105  -2.959  4.142
H  -0.300  -4.680  1.924
C  3.246  -1.604  -0.995
C  -0.220  1.546  2.926
H  -4.600  -1.048  -0.390
H  4.349  -1.548  -1.019
H  -2.780  -0.617  2.516
F  -0.864  0.502  3.354
C  0.000  3.276  -2.386
H  -2.771  1.167  2.396
H  0.035  1.741  -5.976
H  -3.266  -2.188  0.016
C  -3.189  1.615  -0.615
H  -0.691  -1.478  3.544
O  0.035  -1.522  1.182
C  0.025  2.172  -4.968
H  -4.269  1.720  -0.412
H  -0.016  0.236  -3.974
H  0.042  5.197  -3.369
H  -1.414  -3.082  3.196
H  2.861  -1.670  -2.027
N  -0.042  1.056  -1.442
C  0.358  -2.607  2.008
H  2.912  1.182  -2.176
F  1.315  3.259  0.158
F  1.627  5.085  1.972
C  3.422  -0.074  1.426
C  -0.004  1.324  -3.856
C  3.215  1.274  -1.120
C  0.570  3.726  3.587
H  0.065  4.226  -5.677
H  -0.562  -3.764  0.409
H  3.274  0.916  1.889
H  2.805  2.217  -0.725
C  0.042  3.567  -4.803
H  -3.272  -1.358  -1.567
F  -0.529  2.346  5.157

Summary:
**Kohn-Sham gap (spin up / spin down)**: 4.9 / 6.5 eV
**Spin multiplicity**: 3
**Net charge**: 0
**HOMO energy (spin up / spin down)**: -4.8780 / -7.2154 eV